[1]
Below is a cluster of 8 separate species, C24H62BCl3F4N4O2 in total, with properties calculated with wB97M-V/def2-TZVPD.

CARTESIAN COORDINATES (ANGSTROEM)
N 0.74 1.88 -0.85
H 0.21 1.11 -1.18
H 1.70 1.70 -1.18
H 0.76 2.05 0.17
H 0.44 2.76 -1.28
C -1.99 2.86 1.62
C -2.40 1.74 2.64
N -2.68 2.18 4.05
C -3.93 3.04 4.08
C -2.90 0.99 4.99
C -4.20 0.23 4.77
C -1.50 2.95 4.61
C -0.15 2.21 4.59
O -0.01 1.08 5.41
C 0.21 1.33 6.79
H -1.97 2.45 0.61
H -1.05 3.32 1.93
H -2.75 3.63 1.74
H -1.54 1.07 2.62
H -3.30 1.24 2.30
H -4.23 3.05 5.13
H -4.67 2.54 3.47
H -3.65 4.03 3.75
H -2.89 1.31 6.03
H -2.10 0.27 4.95
H -4.44 -0.56 5.48
H -4.20 -0.23 3.78
H -5.00 0.96 4.88
H -1.74 3.22 5.64
H -1.44 3.90 4.09
H 0.64 2.95 4.79
H 0.21 1.95 3.59
H 0.95 2.13 6.88
H 0.64 0.47 7.31
H -0.70 1.64 7.31
C -2.85 -2.39 -3.91
C -1.86 -2.18 -5.07
N -0.47 -1.75 -4.67
C 0.06 -2.65 -3.58
C 0.50 -1.98 -5.79
C 1.90 -1.30 -5.62
C -0.51 -0.34 -4.12
C -1.13 0.74 -5.04
O -0.49 0.70 -6.29
C -1.29 0.96 -7.42
H -3.89 -2.16 -4.14
H -2.59 -1.72 -3.09
H -2.78 -3.35 -3.39
H -2.13 -1.46 -5.84
H -1.70 -3.14 -5.57
H -0.50 -2.39 -2.68
H 1.12 -2.48 -3.40
H 0.00 -3.71 -3.83
H -0.02 -1.55 -6.65
H 0.73 -3.01 -6.04
H 1.84 -0.23 -5.42
H 2.32 -1.41 -6.62
H 2.62 -1.73 -4.93
H 0.50 -0.07 -3.84
H -1.13 -0.42 -3.23
H -0.97 1.73 -4.61
H -2.22 0.66 -5.14
H -0.73 0.78 -8.33
H -1.72 1.97 -7.39
H -2.14 0.26 -7.38
C 1.45 -2.10 4.62
C 1.69 -2.35 3.11
C 2.62 -1.30 2.53
N 3.17 -1.74 1.16
C 2.08 -1.36 0.18
C 4.49 -1.04 0.76
C 5.02 -1.91 -0.42
C 4.33 -3.28 -0.31
C 3.43 -3.18 0.93
H 2.42 -1.84 5.06
H 0.89 -2.90 5.08
H 0.90 -1.16 4.71
H 0.72 -2.35 2.61
H 2.03 -3.37 2.93
H 3.55 -1.12 3.08
H 2.16 -0.32 2.38
H 1.62 -0.40 0.42
H 1.31 -2.12 0.13
H 2.49 -1.17 -0.82
H 4.27 0.01 0.55
H 5.08 -1.30 1.64
H 4.65 -1.32 -1.26
H 6.10 -1.96 -0.37
H 3.63 -3.38 -1.15
H 4.93 -4.18 -0.44
H 2.61 -3.90 0.86
H 4.01 -3.45 1.82
Cl 2.35 2.55 1.89
Cl 3.26 0.90 -2.61
Cl -1.53 -0.59 -0.30
B -1.44 3.53 -2.27
F -0.77 4.11 -3.34
F -1.49 2.15 -2.38
F -0.90 3.87 -0.99
F -2.69 4.17 -2.24

lowest unoccupied orbital energy = 0.07 eV
charge = 0
energy = -85066.8528 eV
highest occupied orbital energy = -7.602 eV



[2]
Below is a cluster of 2 separate species, C5H11NO in total, with properties calculated with wB97M-V/def2-TZVPD.

CARTESIAN COORDINATES (ANGSTROEM)
C 1.61 -0.77 -1.28
C 1.55 -0.25 -0.05
N 0.34 0.07 0.59
C 0.22 1.34 1.29
C -0.52 1.10 0.02
C -2.00 0.82 -0.02
H 0.71 -0.94 -1.86
H 2.56 -1.06 -1.72
H 2.45 -0.11 0.56
H -0.31 1.30 2.24
H 1.07 2.01 1.27
H -0.10 1.60 -0.85
H -2.24 0.13 -0.84
H -2.56 1.75 -0.18
H -2.34 0.37 0.91
O -0.22 -2.86 0.07
H 0.73 -2.70 0.02
H -0.53 -2.00 0.40

lowest unoccupied orbital energy = 1.01 eV
SMILES = C=CN1C[C@@H]1C.O
charge = 0
energy = -8899.3208 eV
highest occupied orbital energy = -8.922 eV



[3]
Below is the molecule C2H8NO3PS, with properties calculated with wB97M-V/def2-TZVPD.

CARTESIAN COORDINATES (ANGSTROEM)
C -1.53 1.25 -0.16
C 1.21 -2.01 -0.16
N 0.58 1.34 -1.00
O 1.88 1.42 1.50
O -0.28 1.84 -0.01
O 1.00 -0.84 0.66
P 2.01 0.41 0.29
S 3.85 0.00 -0.15
H -2.03 1.41 0.82
H -1.49 0.12 -0.20
H -2.04 1.73 -1.13
H 2.29 -2.39 -0.24
H 0.83 -1.62 -1.20
H 0.48 -2.82 0.14
H 1.06 2.22 -1.32
H 0.96 1.26 1.87

lowest unoccupied orbital energy (spin up / spin down) = 0.70 / -2.99 eV
⟨S²⟩ = 2.01
charge = 0
multiplicity = 3
energy = -29954.9089 eV
highest occupied orbital energy (spin up / spin down) = -5.340 / -8.995 eV



[4]
Below is the molecule C6H8O2, with properties calculated with wB97M-V/def2-TZVPD.

CARTESIAN COORDINATES (ANGSTROEM)
C -0.81 1.75 0.14
C -0.23 0.46 -0.42
C -1.31 -0.68 -0.17
O -2.49 -0.53 -0.13
C -0.50 -1.88 -0.08
C 0.76 -1.61 0.13
C 1.04 -0.12 0.22
O 2.28 0.07 -0.37
H -0.29 2.70 -0.11
H -0.82 1.65 1.20
H -1.83 1.89 -0.23
H -0.16 0.47 -1.52
H -0.98 -2.88 -0.12
H 1.61 -2.34 0.34
H 1.05 0.14 1.30
H 2.67 0.92 -0.18

lowest unoccupied orbital energy = 0.44 eV
SMILES = C[C@@H]1C(=O)C=C[C@H]1O
charge = 0
energy = -10445.7427 eV
highest occupied orbital energy = -9.502 eV



[5]
Below is a structure of composition F20K3N10NaO40S20, with properties calculated with wB97M-V/def2-TZVPD.

CARTESIAN COORDINATES (ANGSTROEM)
Na -0.26 1.05 2.48
K -1.57 -4.19 2.08
K 2.73 2.17 -3.65
K -3.57 0.78 -2.38
N 0.76 4.24 -3.50
S -0.11 4.45 -4.91
O -0.47 5.80 -5.29
O -0.98 3.39 -5.33
F 1.19 4.14 -5.88
S -0.54 4.31 -2.63
O -1.16 3.05 -2.31
O -1.46 5.40 -2.82
F 0.23 4.72 -1.30
N -0.20 -1.42 -5.90
S -1.35 -0.22 -6.10
O -1.26 0.38 -7.39
O -1.95 0.64 -5.11
F -2.50 -1.35 -6.33
S 0.06 -1.24 -4.42
O -0.98 -1.55 -3.48
O 0.99 -0.22 -3.97
F 0.98 -2.57 -4.25
N 4.69 -3.39 2.80
S 3.99 -4.75 2.69
O 2.62 -4.85 3.13
O 4.80 -5.94 2.86
F 3.88 -4.68 1.08
S 4.99 -3.46 4.42
O 6.29 -4.00 4.81
O 3.89 -3.61 5.35
F 5.28 -1.89 4.60
N 0.71 -0.33 0.87
S 0.91 -1.65 0.09
O 1.92 -1.69 -0.92
O -0.14 -2.63 0.04
F 1.67 -2.42 1.30
S 0.13 0.50 -0.58
O -1.04 -0.01 -1.23
O 1.16 1.17 -1.34
F -0.54 1.72 0.31
N -0.48 -7.17 -2.45
S -1.08 -7.26 -3.86
O -0.37 -6.71 -5.00
O -2.51 -7.23 -4.04
F -0.82 -8.84 -3.99
S -0.92 -5.59 -2.06
O -1.44 -5.43 -0.73
O -1.53 -4.76 -3.06
F 0.55 -5.02 -1.94
N -5.14 -0.21 1.72
S -5.21 0.11 3.21
O -4.78 1.38 3.71
O -5.02 -1.01 4.10
F -6.85 0.24 3.31
S -3.54 -0.73 1.73
O -3.41 -2.15 1.94
O -2.51 0.21 2.17
F -3.47 -0.63 0.16
N -5.12 2.89 -1.20
S -3.97 3.39 -0.06
O -4.56 3.36 1.26
O -2.97 4.32 -0.39
F -3.04 2.05 -0.10
S -5.59 4.27 -1.74
O -4.77 4.90 -2.74
O -6.27 5.14 -0.77
F -6.81 3.70 -2.66
N 0.58 3.20 3.31
S 1.91 3.63 2.39
O 2.65 4.80 2.80
O 1.80 3.37 0.98
F 2.90 2.42 2.78
S -0.14 4.55 3.16
O -0.61 4.99 1.89
O 0.14 5.44 4.28
F -1.58 3.94 3.77
N 0.07 -0.02 4.65
S -1.37 -0.31 5.44
O -1.37 0.05 6.83
O -2.22 -1.41 5.13
F -2.17 0.89 4.71
S 0.39 -1.50 4.53
O -0.13 -2.30 3.44
O 0.64 -2.21 5.79
F 1.88 -1.35 3.98
N 5.89 0.17 0.16
S 6.45 1.80 0.37
O 5.55 2.91 0.50
O 7.75 2.05 -0.25
F 6.74 1.56 1.95
S 5.71 0.26 -1.40
O 6.80 -0.19 -2.23
O 4.81 1.23 -1.98
F 4.82 -1.07 -1.41

lowest unoccupied orbital energy = 8.12 eV
charge = -6
energy = -421235.2185 eV
highest occupied orbital energy = 1.200 eV



[6]
Below is a cluster of 2 separate species, C4H9N4O in total, with properties calculated with wB97M-V/def2-TZVPD.

CARTESIAN COORDINATES (ANGSTROEM)
C 0.26 -0.35 -1.11
C -1.54 0.78 0.09
C 0.72 0.84 0.68
C 0.22 -1.63 0.91
N 0.55 -0.44 0.24
N -1.27 0.08 -1.06
N -0.61 1.30 0.98
N 1.33 1.44 -0.47
O 1.09 0.63 -1.69
H 0.20 -1.41 -1.52
H -2.58 0.75 0.36
H 1.42 0.91 2.17
H -0.20 -2.35 0.24
H 1.23 -2.15 1.15
H -0.43 -1.48 1.72
H -2.04 -0.01 -1.60
H -0.92 1.85 1.73
H 2.26 1.77 -0.42

lowest unoccupied orbital energy = -4.28 eV
charge = +1
energy = -12289.4810 eV
highest occupied orbital energy = -13.591 eV